The following is a DFT calculation (ωB97M-V with the def2-TZVPD basis set) of an isolated ion of composition C11H13N2O2 and charge +1 at a distorted geometry.

Geometry as XYZ:
```
28
Properties=species:S:1:pos:R:3:forces:R:3:mulliken_charge:R:1
C 0.888 0.906 -3.140 1.0 2.0 -0.8 -0.56
C 1.137 -0.529 -3.117 0.0 -1.9 2.2 -0.67
C 0.718 1.564 -1.937 -1.2 3.0 -2.2 -0.61
C 1.078 -1.183 -1.854 -0.6 -0.6 -1.0 -0.53
C 0.416 0.883 -0.779 -0.5 3.7 -0.1 0.55
C 0.611 -0.506 -0.764 1.2 -4.3 -0.3 0.56
C -0.081 -2.357 0.665 -1.1 -4.1 0.6 0.59
C -0.901 -2.265 1.994 -1.2 -3.2 1.1 -0.52
C 0.031 -0.241 1.486 -0.4 3.6 0.3 -0.87
C 0.134 1.674 0.428 -1.1 -3.0 0.9 0.58
C -1.255 2.388 0.532 1.5 -2.9 -0.2 -1.43
N 0.339 -1.140 0.463 0.5 3.2 -1.7 0.33
N -1.177 -0.797 2.167 2.2 -1.7 2.4 0.00
O 0.049 -3.358 -0.023 -0.3 1.3 1.0 -0.59
O 1.223 2.146 1.016 2.3 -0.7 0.2 -0.49
H 1.099 1.441 -4.105 -0.5 -0.4 1.3 0.36
H 1.492 -1.109 -3.918 0.3 -0.2 -1.1 0.47
H 0.551 2.725 -2.008 0.5 -2.4 0.4 0.25
H 1.232 -2.270 -1.798 0.1 0.7 0.0 0.43
H -1.890 -2.821 1.825 1.5 0.7 0.3 0.37
H -0.376 -2.781 2.939 -1.0 1.6 -2.1 0.30
H 0.811 -0.203 2.221 0.3 0.3 0.6 0.11
H -1.320 3.326 0.022 -0.2 0.1 -1.0 0.41
H -1.456 2.604 1.523 -0.1 0.7 2.3 0.49
H -1.974 1.539 0.336 0.5 1.5 -0.8 0.28
H -2.028 -0.535 1.804 -2.4 0.7 -2.1 0.35
H -1.360 -0.565 3.169 1.2 0.0 -0.6 0.37
H 2.012 1.464 0.852 -2.3 2.4 0.3 0.47
```
Forces are in eV/Å.

Results
Frontier orbital gap (spin up / spin down)   0.189 / 0.239 Ha
E_tot   -686.4529 Eh
Net charge   +1
Energy relative to the best compared isomer or geometry (same formula, charge and spin)   2.809 eV
Spin multiplicity   3

The following is a DFT calculation (ωB97M-V with the def2-TZVPD basis set) of one molecule with the formula C11H13NO at a distorted geometry.

Geometry as XYZ:
```
26
Properties=species:S:1:pos:R:3:forces:R:3:mulliken_charge:R:1
C -3.374 -0.823 1.299 -1.3 0.9 1.1 -0.99
C -2.446 0.008 0.514 1.2 -0.2 -3.6 0.65
O -2.805 0.995 -0.119 -0.6 0.5 1.4 -0.61
N -1.193 -0.460 0.167 0.7 -3.0 1.7 -0.13
C -0.299 0.269 -0.665 0.9 2.7 0.4 1.02
C -0.812 0.334 -2.157 -1.1 0.6 1.8 -1.24
C 0.246 1.847 0.057 -2.5 -2.6 0.5 -0.90
C 1.532 1.139 0.241 -0.8 -0.7 -1.1 0.56
C 2.672 1.280 0.951 2.1 -2.7 -1.9 -0.77
C 3.602 0.182 0.795 0.3 0.5 1.8 -0.28
C 3.250 -1.051 0.219 -0.6 0.3 0.0 -0.48
C 1.989 -1.200 -0.416 -0.1 0.5 0.5 -0.47
C 1.159 -0.085 -0.347 0.3 -0.3 -0.6 -0.55
H -2.922 -1.724 1.758 -0.5 0.7 0.0 0.30
H -3.857 -0.041 1.977 0.8 -1.5 -0.1 0.28
H -4.245 -1.054 0.657 0.7 -0.3 0.1 0.28
H -0.824 -1.450 0.384 -1.3 2.3 0.0 0.30
H -1.777 1.016 -2.178 2.0 -1.5 0.0 0.27
H -1.122 -0.750 -2.259 0.4 1.2 -1.0 0.36
H -0.027 0.761 -2.816 -0.6 -0.8 0.2 0.39
H -0.135 2.090 1.079 -0.5 0.0 -1.1 0.21
H -0.167 2.419 -0.752 1.0 1.2 -0.1 0.33
H 3.062 2.115 1.431 0.1 1.6 0.8 0.47
H 4.584 0.379 1.350 -1.3 -0.9 -1.0 0.26
H 3.803 -1.986 0.325 0.5 0.7 -0.1 0.34
H 1.694 -2.172 -0.850 0.1 0.7 0.3 0.40
```
Forces are in eV/Å.

Results
Frontier orbital gap   0.344 Ha
E_tot   -556.8612 Eh
Net charge   0
SMILES   CC(=O)N[C@@]1(C)Cc2ccccc21
Energy relative to the best compared isomer or geometry (same formula, charge and spin)   2.477 eV
Spin multiplicity   1

The following is a DFT calculation (ωB97M-V with the def2-TZVPD basis set) of C11H13NO as an isolated structure at a distorted geometry.

Geometry as XYZ:
```
26
Properties=species:S:1:pos:R:3:forces:R:3:mulliken_charge:R:1
C 1.049 -0.678 1.635 -5.9 0.2 1.4 0.27
C 1.884 -0.040 0.668 4.6 4.3 -1.6 -0.90
C 1.467 0.153 -0.789 -0.4 0.1 -1.4 -0.99
C 0.063 0.713 -0.862 -1.5 0.0 -2.0 0.87
C -0.261 1.982 -1.437 3.0 0.0 -0.6 -0.57
C -1.482 2.272 -1.973 -2.8 0.3 1.3 -0.66
C -2.561 1.429 -1.542 -1.3 1.1 1.2 -0.31
C -2.320 0.283 -0.804 2.9 2.4 -2.8 -1.14
C -1.007 -0.167 -0.727 0.4 1.3 1.0 0.82
C -0.784 -1.521 -0.255 1.4 -2.7 1.3 -0.49
C 0.352 -1.714 0.834 0.3 -6.9 -1.4 0.09
H 0.941 -0.557 3.952 2.5 -1.7 -4.8 0.32
H 1.754 -2.065 3.134 -0.6 3.5 -1.1 0.34
H 0.117 -0.009 1.880 1.6 -0.4 -0.7 0.26
H 2.967 -0.285 0.740 -0.8 -0.8 -0.1 0.32
H 1.967 0.983 1.001 0.1 0.8 0.5 0.34
H 2.071 0.862 -1.528 -0.4 -1.7 2.2 0.46
H 1.432 -0.878 -1.206 0.1 0.8 -0.5 0.38
H 0.640 2.647 -1.584 -1.2 -0.5 0.0 0.33
H -1.868 3.228 -2.423 1.3 -1.0 0.3 0.29
H -3.612 1.868 -1.484 1.4 -0.7 -0.8 0.27
H -2.935 -0.379 -0.382 -3.4 -1.9 1.2 0.57
H -1.580 -1.892 0.490 0.3 0.3 -1.8 0.25
H -0.563 -2.326 -1.165 -0.7 1.9 2.6 0.23
N 1.615 -0.958 2.910 -0.8 -2.4 5.6 -0.69
O 0.653 -2.951 0.917 -0.4 3.8 0.6 -0.65
```
Forces are in eV/Å.

Results
Frontier orbital gap   0.350 Ha
E_tot   -556.7964 Eh
Net charge   0
Energy relative to the best compared isomer or geometry (same formula, charge and spin)   4.240 eV
Spin multiplicity   1

The following is a DFT calculation (ωB97M-V with the def2-TZVPD basis set) of one molecule with the formula C11H13NO at a distorted geometry.

Geometry as XYZ:
```
26
Properties=species:S:1:pos:R:3:forces:R:3:mulliken_charge:R:1
C -2.117 2.697 -0.753 -2.1 -0.7 -4.2 -0.53
N -1.148 2.630 0.322 -1.3 -2.0 1.6 -0.39
C -0.508 1.289 0.232 3.7 1.1 -4.1 -0.47
C 0.648 1.227 1.271 -0.4 -3.1 -0.1 -1.01
C 0.392 -0.445 1.852 -2.1 6.1 2.2 -0.39
O -1.013 -0.509 1.764 -0.8 0.7 -1.6 -0.57
C -1.099 -0.213 0.280 -2.9 -0.2 1.4 0.26
C -0.114 -1.255 -0.193 -2.2 1.5 -0.9 0.54
C -0.036 -2.085 -1.282 -0.3 -1.6 -2.7 -0.90
C 1.283 -2.641 -1.559 -7.3 -1.2 -3.9 -0.12
C 2.273 -2.302 -0.818 5.0 -1.0 1.6 -0.54
C 2.106 -1.588 0.352 2.4 1.6 2.3 -0.62
C 0.843 -1.084 0.764 6.5 -5.5 -5.1 0.45
H -2.093 1.553 -1.211 -0.6 3.3 0.4 0.21
H -1.616 3.455 -1.505 -1.4 -1.7 0.9 0.26
H -3.399 2.976 -0.827 4.0 -0.6 1.4 0.25
H -1.534 2.623 1.235 -1.0 0.7 1.1 0.27
H -0.137 1.605 -0.918 0.1 -2.4 2.7 0.48
H 0.291 1.810 2.077 0.5 1.0 1.0 0.40
H 1.719 1.300 0.949 -1.3 0.4 0.3 0.34
H 0.696 -0.660 2.836 0.7 -0.1 1.0 0.63
H -2.152 -0.399 -0.094 1.1 0.6 0.7 0.54
H -0.955 -2.452 -2.053 2.5 1.6 2.5 0.16
H 1.297 -3.316 -2.450 0.5 0.6 1.0 0.32
H 3.224 -2.855 -1.114 -0.7 1.4 0.9 0.25
H 3.150 -1.360 0.844 -2.5 -0.4 -0.2 0.18
```
Forces are in eV/Å.

Results
Frontier orbital gap   0.350 Ha
E_tot   -556.7216 Eh
Net charge   0
SMILES   CN[C@H]1C[C@H]2O[C@@H]1c1ccccc12
Energy relative to the best compared isomer or geometry (same formula, charge and spin)   6.277 eV
Spin multiplicity   1

The following is a DFT calculation (ωB97M-V with the def2-TZVPD basis set) of one molecule with the formula C11H13NO at a distorted geometry.

Geometry as XYZ:
```
26
Properties=species:S:1:pos:R:3:forces:R:3:mulliken_charge:R:1
C 2.609 1.634 0.467 -5.4 -2.6 1.1 -0.35
C 1.497 1.112 0.672 4.9 3.2 -0.7 -1.02
C 0.116 0.772 0.769 -1.9 -1.8 -0.2 1.90
C -0.180 -0.257 1.921 -0.7 0.3 -0.6 -0.69
C 0.879 -1.281 2.125 3.2 -0.8 -1.0 -1.16
O -0.752 1.924 0.958 1.6 -2.6 0.6 -0.47
C -0.765 2.802 -0.097 1.2 1.4 -1.0 -0.81
C -0.184 -0.152 -0.500 -1.7 0.9 0.5 0.04
C -1.522 -0.384 -0.957 1.3 1.9 2.5 -0.37
C -1.714 -1.193 -2.016 -2.4 -2.0 -1.2 -0.50
C -0.633 -1.896 -2.555 1.9 1.3 2.5 -0.49
C 0.602 -1.712 -1.905 -0.2 -0.1 -1.4 -0.36
N 0.835 -0.827 -0.943 0.5 -0.1 -0.2 -0.39
H 3.608 1.855 0.434 1.7 0.6 -0.2 0.55
H -0.370 0.261 2.862 0.0 0.2 -0.1 0.40
H -1.082 -0.856 1.648 0.3 0.9 0.2 0.30
H 1.946 -0.902 2.225 -1.4 0.2 0.8 0.24
H 1.151 -1.943 1.263 -1.2 0.4 0.4 0.25
H 0.596 -1.906 2.951 0.2 -0.3 0.5 0.43
H -0.889 2.343 -1.049 0.0 -0.8 -0.9 0.34
H 0.045 3.579 -0.237 -0.3 -1.1 0.8 0.24
H -1.647 3.297 0.094 -2.0 1.7 0.0 0.40
H -2.283 0.080 -0.292 0.2 -0.3 -1.1 0.40
H -2.785 -1.456 -2.307 1.6 0.5 0.1 0.28
H -0.563 -2.636 -3.276 -0.9 -1.1 -1.5 0.45
H 1.487 -2.258 -2.256 -0.4 0.1 0.2 0.38
```
Forces are in eV/Å.

Results
Frontier orbital gap   0.377 Ha
E_tot   -556.8093 Eh
Net charge   0
SMILES   C#C[C@@](CC)(OC)c1ccccn1
Energy relative to the best compared isomer or geometry (same formula, charge and spin)   3.890 eV
Spin multiplicity   1

The following is a DFT calculation (ωB97M-V with the def2-TZVPD basis set) of one molecule with the formula C11H13NO at a distorted geometry.

Geometry as XYZ:
```
26
Properties=species:S:1:pos:R:3:forces:R:3:mulliken_charge:R:1
C -3.013 -1.177 -0.155 -0.7 2.7 1.2 -1.46
C -1.594 -1.456 0.160 0.5 -2.5 0.6 1.10
C -1.241 -2.787 0.836 -0.8 1.5 1.0 -1.43
C -0.692 -0.530 -0.012 0.9 2.6 -0.1 -0.17
O -1.156 0.740 -0.449 1.2 -0.3 0.4 -0.43
C -0.056 1.584 -0.477 -0.6 -2.3 -0.1 0.43
C -0.064 2.896 -0.733 -0.1 0.5 0.5 -0.79
C 1.198 3.477 -0.636 0.3 2.3 -2.5 -0.50
C 2.349 2.761 -0.480 0.8 -0.1 -0.2 -0.50
C 2.325 1.420 -0.126 -1.0 0.7 -0.7 -0.75
C 1.094 0.830 -0.186 0.3 1.3 1.0 0.86
N 0.720 -0.384 0.273 -3.0 -0.6 -0.3 0.19
C 1.548 -1.484 0.486 4.1 -0.6 0.3 -0.99
H -3.529 -0.683 0.778 0.9 -0.6 -1.6 0.22
H -3.013 -0.403 -0.972 -0.7 -1.0 0.7 0.29
H -3.614 -2.043 -0.332 -0.1 -0.6 -0.6 0.48
H -0.797 -3.525 0.220 1.5 -0.3 -0.6 0.34
H -0.739 -2.573 1.837 -0.7 -0.9 -1.3 0.33
H -2.191 -3.282 0.936 -0.6 -0.1 1.0 0.47
H -0.978 3.424 -0.974 0.2 0.1 0.1 0.43
H 1.297 4.482 -1.106 -0.1 -0.6 0.8 0.26
H 3.317 3.133 -0.810 -0.2 0.6 0.6 0.34
H 3.226 0.950 0.107 1.1 -1.1 0.3 0.38
H 1.260 -2.055 1.326 -1.0 -1.0 0.4 0.31
H 1.708 -2.086 -0.438 -0.1 0.1 0.7 0.32
H 2.636 -1.230 0.927 -2.2 0.2 -1.5 0.27
```
Forces are in eV/Å.

Results
Frontier orbital gap   0.289 Ha
E_tot   -556.8755 Eh
Net charge   0
SMILES   CC(C)=C1Oc2ccccc2N1C
Energy relative to the best compared isomer or geometry (same formula, charge and spin)   2.089 eV
Spin multiplicity   1

The following is a DFT calculation (ωB97M-V with the def2-TZVPD basis set) of C11H13NOS as an isolated structure at a distorted geometry.

Geometry as XYZ:
```
27
Properties=species:S:1:pos:R:3:forces:R:3:mulliken_charge:R:1
C -3.545 -0.278 -0.447 0.3 3.6 0.1 -0.58
C -3.730 1.206 -0.604 -0.4 -2.5 -0.2 -0.46
C -2.366 -0.737 -0.112 0.0 -1.2 1.6 -0.52
C -3.170 2.238 -0.050 0.7 2.2 2.2 -0.13
C -0.001 -0.774 0.351 -1.4 0.1 -1.1 -0.36
C -2.040 2.197 0.926 2.8 -0.8 -1.5 -0.70
C -1.174 -0.053 0.363 3.3 -0.3 -0.3 0.99
C -1.003 1.281 0.856 -0.9 1.2 0.1 -0.10
C 2.889 -0.456 -1.199 0.6 -1.6 -0.9 -1.37
C 2.930 -2.147 0.626 -0.7 -1.9 1.4 -1.19
C 2.513 -0.758 0.275 3.2 0.6 -1.4 0.30
N 1.261 -0.318 0.735 -2.7 2.2 0.3 -0.11
O 1.621 2.227 -0.189 0.0 -0.2 -0.3 -0.47
S 1.299 1.437 0.988 -3.1 -0.7 0.9 0.36
H -4.502 -0.717 -0.604 0.0 -1.4 -0.2 0.41
H -4.534 1.327 -1.237 -1.7 1.0 -1.4 0.36
H -2.258 -1.768 0.136 -0.2 -1.0 -0.4 0.28
H -3.564 3.305 -0.155 0.5 -1.7 -0.3 0.25
H -0.155 -1.731 -0.114 0.9 -0.7 0.1 0.39
H -1.775 3.172 1.237 0.2 0.9 0.8 0.35
H 2.317 -1.042 -1.917 -0.4 -0.2 0.1 0.33
H 2.632 0.533 -1.348 -0.3 2.1 -0.7 0.43
H 3.969 -0.602 -1.576 -1.4 0.1 1.4 0.35
H 3.720 -2.488 -0.047 -0.2 0.0 0.1 0.35
H 2.112 -2.963 0.688 1.1 1.5 -0.3 0.29
H 3.354 -2.055 1.629 0.0 -0.6 0.1 0.30
H 3.201 -0.036 0.792 -0.1 -0.8 0.0 0.26
```
Forces are in eV/Å.

Results
Frontier orbital gap (spin up / spin down)   0.258 / 0.258 Ha
E_tot   -954.9245 Eh
Net charge   0
Energy relative to the best compared isomer or geometry (same formula, charge and spin)   6.179 eV
Spin multiplicity   1

The following is a DFT calculation (ωB97M-V with the def2-TZVPD basis set) of one molecule with the formula C11H13NOS at a distorted geometry.

Geometry as XYZ:
```
27
Properties=species:S:1:pos:R:3:forces:R:3:mulliken_charge:R:1
C -1.042 -0.677 4.337 1.2 -1.3 -1.4 -1.32
C -1.381 0.113 3.087 0.0 1.7 -1.7 0.87
C -2.534 0.972 2.935 0.7 0.3 1.3 -0.79
C -2.758 1.554 1.688 1.4 -0.5 -0.4 -0.62
C -1.876 1.398 0.620 -2.1 0.8 -0.3 -0.62
C -0.826 0.605 0.771 4.3 0.5 -2.8 0.69
O 0.377 0.626 -0.128 -2.2 -0.9 2.1 -0.26
C 0.245 1.184 -1.384 1.0 -0.4 -0.1 -0.74
C 1.424 0.770 -2.220 2.8 1.9 0.6 -0.77
S 1.450 -1.117 -2.358 0.5 0.9 -0.6 0.04
C 2.075 -1.520 -3.927 1.7 -1.3 -6.7 0.21
N 2.422 -1.856 -5.073 -2.2 2.2 7.8 -0.44
C -0.561 -0.044 1.898 1.8 -2.4 4.1 0.42
C 0.780 -0.859 1.882 -1.2 -1.1 2.2 -1.40
H -1.122 -1.653 3.785 -0.3 0.0 1.7 0.32
H 0.015 -0.724 4.762 -1.2 0.8 -0.9 0.24
H -1.714 -0.532 5.165 -0.5 -0.2 0.0 0.37
H -3.134 1.370 3.840 0.9 -1.2 -1.5 0.23
H -3.474 2.253 1.385 -1.7 0.8 0.7 0.41
H -2.058 1.896 -0.307 -0.1 0.4 -0.4 0.40
H 0.268 2.266 -1.289 -0.6 0.3 -0.5 0.41
H -0.525 0.709 -1.916 -2.2 0.2 -0.5 0.51
H 2.356 1.283 -1.696 -1.3 -1.9 -0.9 0.32
H 1.388 1.392 -3.134 -0.2 -1.2 -0.2 0.51
H 1.648 -0.342 1.612 1.0 1.7 0.0 0.37
H 0.825 -1.594 1.118 -0.8 -0.9 -0.9 0.37
H 1.069 -1.435 2.814 -0.8 0.9 -0.7 0.26
```
Forces are in eV/Å.

Results
Frontier orbital gap   0.352 Ha
E_tot   -955.0114 Eh
Net charge   0
SMILES   Cc1cccc(OCCSC#N)c1C
Energy relative to the best compared isomer or geometry (same formula, charge and spin)   3.817 eV
Spin multiplicity   1